# 1
Molecular formula: C5H9NO
Method: DFT, ωB97M-V with the def2-TZVPD basis set

Last column: natural (NBO) charge in e.
Atoms and positions in Å:
C  -0.87265  -0.45721  -1.14868  -0.614
C  -0.24342  0.12046  0.11078  -0.048
C  -1.30471  1.01815  0.81664  -0.638
C  1.01131  -1.25260  0.44025  -0.178
N  1.88590  -0.26583  -0.07625  -0.654
C  1.08462  0.83557  0.08413  0.633
O  1.38767  1.97216  0.37184  -0.594
H  -1.40169  0.28488  -1.75602  0.207
H  -1.61507  -1.20097  -0.82802  0.214
H  -0.12722  -0.96676  -1.75945  0.212
H  -2.21991  0.50193  1.11628  0.214
H  -1.62830  1.77965  0.07551  0.230
H  -0.91148  1.60451  1.65271  0.233
H  1.01689  -1.40993  1.51535  0.180
H  1.16703  -2.23324  -0.06618  0.191
H  2.77102  -0.33077  -0.54889  0.411

* max |F|: 1.3 eV/Å
* HOMO: -0.3373 Eh
* frontier orbital gap: 10.03 eV
* SMILES: CC1(C)CNC1=O
* E_LUMO: 0.85 eV

***

# 2
Molecular formula: C3H4N2O3
Method: DFT, ωB97M-V with the def2-TZVPD basis set

Last column: natural (NBO) charge in e.
Atoms and positions in Å:
C  1.08033  -1.83576  -0.11505  0.523
C  -0.06406  0.02299  -0.98222  0.304
C  -1.01843  1.99440  0.14171  0.504
H  1.14402  0.09633  2.03197  0.494
H  1.15435  -2.41729  0.86825  0.137
H  -0.04202  -0.50205  -1.89501  0.230
H  -0.44725  3.06801  0.02061  0.124
N  0.74370  -0.50020  0.07668  -0.196
N  -0.79782  1.05552  -0.73340  -0.462
O  0.32561  -0.27970  1.38964  -0.537
O  1.42015  -2.26045  -1.18049  -0.544
O  -1.92293  1.88739  0.95392  -0.578

* max |F|: 6.0 eV/Å
* HOMO: -0.3612 Eh
* frontier orbital gap: 9.93 eV
* SMILES: O=C/N=C\N(O)C=O
* E_LUMO: 0.10 eV

***

# 3
Molecular formula: C25H27F3N2O2
Method: DFT, ωB97M-V with the def2-TZVPD basis set

Last column: natural (NBO) charge in e.
Atoms and positions in Å:
C  0.22747  2.55777  -2.27435  -0.406
N  0.80704  2.19417  -1.00331  -0.425
C  0.10321  1.96005  0.13008  0.631
O  0.63019  1.87034  1.22588  -0.613
C  -1.36156  1.75995  -0.02178  0.198
C  -2.09485  1.08303  -0.95299  -0.283
C  -3.44549  1.12187  -0.50285  -0.057
C  -4.65995  0.63387  -0.98469  -0.210
C  -5.79212  0.86831  -0.23760  -0.227
C  -5.73878  1.57760  0.96593  -0.208
C  -4.55109  2.07648  1.46084  -0.243
C  -3.40772  1.83682  0.71288  0.270
O  -2.14326  2.21123  0.99514  -0.392
H  -4.50260  2.62452  2.38794  0.227
H  -6.65080  1.73725  1.52100  0.217
H  -6.74490  0.49645  -0.58278  0.217
H  -4.70002  0.08342  -1.91123  0.224
H  -1.73312  0.58767  -1.83013  0.241
C  2.25956  2.26520  -0.93491  -0.193
H  2.55365  3.17143  -0.39088  0.208
C  2.93241  1.05909  -0.26921  -0.264
C  4.42818  1.06777  -0.59608  -0.395
C  5.11166  -0.14493  0.02867  -0.418
C  4.40008  -1.42029  -0.43647  -0.206
N  2.98521  -1.42531  -0.12278  -0.464
C  2.67533  -1.63554  1.28145  -0.213
H  3.57719  -1.97660  1.79492  0.197
C  1.59689  -2.72549  1.44375  -0.430
C  0.19524  -2.21539  1.29651  -0.017
C  -0.60644  -2.61994  0.23889  -0.189
C  -1.93325  -2.21473  0.17388  -0.156
C  -2.47726  -1.39272  1.15015  -0.190
C  -1.66429  -0.95055  2.17958  -0.221
C  -0.34579  -1.35852  2.25172  -0.137
H  0.27072  -1.01912  3.07034  0.208
H  -2.06816  -0.29338  2.93387  0.222
H  -3.51737  -1.11019  1.10524  0.235
C  -2.76854  -2.67041  -0.98444  0.976
F  -4.08825  -2.57318  -0.76778  -0.323
F  -2.52477  -1.94938  -2.10310  -0.339
F  -2.53593  -3.95035  -1.32539  -0.326
H  -0.20621  -3.26822  -0.52649  0.226
H  1.78987  -3.50689  0.70885  0.220
H  1.69728  -3.15654  2.44270  0.212
H  2.33255  -0.71914  1.77391  0.192
C  2.32269  -0.28067  -0.71628  -0.213
H  1.26513  -0.32637  -0.44891  0.213
H  2.40723  -0.37605  -1.80460  0.187
H  4.86050  -2.30436  0.01035  0.198
H  4.49289  -1.50667  -1.52411  0.188
H  6.16334  -0.17882  -0.26059  0.209
H  5.06080  -0.07427  1.11717  0.197
H  4.88542  1.99082  -0.23210  0.208
H  4.56151  1.03167  -1.68140  0.188
H  2.80293  1.14935  0.81153  0.232
H  2.62144  2.34572  -1.96193  0.198
H  0.76031  3.42023  -2.68046  0.201
H  -0.81812  2.82832  -2.15447  0.227
H  0.30277  1.73367  -2.98909  0.193

* max |F|: 1.1 eV/Å
* HOMO: -0.2980 Eh
* frontier orbital gap: 8.67 eV
* SMILES: CN(C[C@@H]1CCCN(CCc2cccc(C(F)(F)F)c2)C1)C(=O)c1cc2ccccc2o1
* E_LUMO: 0.56 eV

***

# 4
Molecular formula: C30H59Cl14INO3PS4
Method: DFT, ωB97M-V with the def2-TZVPD basis set

Last column: Mulliken charge in e.
Atoms and positions in Å:
C  -2.67461  1.14949  -5.26026  -1.060
C  -1.33595  0.67877  -4.65464  -0.881
C  -1.29621  0.88096  -3.12931  -0.364
C  -0.95421  2.32749  -2.83803  -1.164
N  -1.32277  2.79173  -1.48183  0.379
C  -0.84115  4.19852  -1.36845  -1.581
C  0.45195  4.34857  -0.53736  0.065
C  0.16532  4.70035  0.91957  -0.840
C  1.42730  4.77127  1.79104  -1.520
C  2.30771  3.48945  1.79260  -0.138
C  3.57604  3.81423  1.02456  -0.414
C  4.47392  2.57923  0.77554  -1.072
S  4.03405  1.24470  1.85259  1.380
O  5.20313  0.50991  2.15840  -0.731
O  3.00020  0.49049  1.23956  -0.614
O  3.57228  1.91530  3.24258  -0.368
C  2.65132  3.01750  3.19005  0.092
I  3.60755  4.61137  4.35260  0.120
P  1.19436  2.46601  4.23415  0.247
S  -0.32668  1.80611  3.23431  -0.316
C  -2.73924  2.75806  -1.32406  0.126
S  -3.77685  3.59053  -2.25193  -0.170
S  -3.41244  1.83111  -0.00188  -0.235
C  -2.62220  0.20734  -0.06976  0.009
C  -3.44000  -0.80723  0.74272  -0.482
C  -3.83416  -1.99184  -0.10898  -0.541
H  -2.54198  1.93482  -5.98906  0.291
H  -3.18353  0.31569  -5.72083  0.361
H  -3.31952  1.47481  -4.45662  0.205
H  -0.48640  1.18246  -5.09630  0.392
H  -1.26524  -0.38888  -4.81401  0.422
H  -2.27293  0.61249  -2.75655  0.296
H  -0.53227  0.22273  -2.74051  0.404
H  0.12312  2.43469  -2.89242  0.491
H  -1.40017  2.95130  -3.61218  0.450
H  -0.71885  4.62604  -2.35648  0.344
H  -1.60374  4.76205  -0.85355  0.822
H  1.03526  5.13654  -0.99976  0.199
H  0.97644  3.40497  -0.64110  0.152
H  -0.23201  5.71175  0.90121  0.432
H  -0.62142  4.08010  1.32394  0.239
H  2.00515  5.58028  1.36663  0.483
H  1.14531  5.05289  2.79870  0.535
H  1.71815  2.75066  1.26950  0.921
H  3.30406  4.31749  0.11379  0.148
H  4.14652  4.51929  1.61474  0.165
H  5.50491  2.84732  0.93631  0.421
H  4.37423  2.26017  -0.24836  0.466
H  1.75308  1.42611  4.99415  0.097
H  0.91724  3.49341  5.14888  0.080
H  -2.51773  -0.16082  -1.07547  -0.085
H  -1.62595  0.24837  0.33493  0.273
H  -2.82931  -1.16337  1.56128  0.278
H  -4.33292  -0.31776  1.10828  0.299
H  -4.24721  -2.78022  0.50589  -0.128
H  -4.58575  -1.72536  -0.84182  0.336
H  -2.98284  -2.42119  -0.61861  0.235
Cl  -0.81880  -4.39550  -0.74811  -0.213
C  -1.69555  -5.54015  0.29882  -0.036
C  -2.80282  -6.24804  -0.43522  -0.463
Cl  -4.14028  -5.14726  -0.85749  -0.122
H  -2.07444  -4.98820  1.15517  0.042
H  -0.96595  -6.26724  0.64820  0.147
H  -3.22215  -7.02628  0.20030  0.292
H  -2.44019  -6.70736  -1.35112  0.349
Cl  -4.36966  -4.31516  2.79524  -0.138
C  -6.06766  -4.54038  3.29576  -0.626
C  -6.89779  -5.25014  2.26066  -0.121
Cl  -7.17867  -4.26659  0.79987  -0.170
H  -6.47755  -3.56098  3.52740  0.352
H  -6.04708  -5.13432  4.20768  0.356
H  -7.87354  -5.46807  2.67759  0.014
H  -6.43468  -6.18259  1.94826  0.306
Cl  1.22196  -7.09504  -3.40001  -0.209
C  2.43859  -6.73332  -2.14837  -0.320
C  2.55419  -7.83893  -1.13347  -0.305
Cl  1.09074  -7.95928  -0.11762  -0.201
H  2.16684  -5.79056  -1.67957  0.345
H  3.39212  -6.61042  -2.65858  0.157
H  3.38411  -7.63725  -0.46771  0.139
H  2.71489  -8.80223  -1.60765  0.373
Cl  4.64896  5.17456  -1.87938  -0.147
C  6.23784  5.68023  -1.24316  -0.466
C  6.11463  6.78668  -0.22838  -0.259
Cl  5.57244  8.31460  -0.96342  -0.208
H  6.85421  5.97690  -2.08689  0.429
H  6.68873  4.80535  -0.77705  0.261
H  7.08524  6.97797  0.22553  0.369
H  5.41129  6.53001  0.55990  0.055
Cl  -10.75317  -5.08250  3.54573  -0.185
C  -11.50810  -6.43544  2.66302  -0.442
C  -10.70760  -7.70392  2.79190  -0.478
Cl  -9.14950  -7.58594  1.93552  -0.155
H  -11.61624  -6.13794  1.62369  0.316
H  -12.49884  -6.58210  3.08896  0.326
H  -11.25568  -8.53404  2.35024  0.333
H  -10.50200  -7.93983  3.83235  0.307
Cl  5.62773  -8.19390  -3.82889  -0.173
C  6.86730  -7.83998  -2.59726  -0.505
C  6.99451  -8.95076  -1.58821  -0.432
Cl  5.54668  -9.07917  -0.55617  -0.158
H  6.60578  -6.89928  -2.11989  0.325
H  7.81209  -7.71234  -3.12197  0.333
H  7.84002  -8.75498  -0.93150  0.304
H  7.14619  -9.91222  -2.07068  0.327
Cl  3.64081  11.24725  1.95227  -0.172
C  4.69880  12.48566  1.22855  -0.460
C  5.97060  11.89466  0.67985  -0.150
Cl  7.04500  11.29248  1.96848  -0.187
H  4.90448  13.23577  1.98717  0.326
H  4.13644  12.95203  0.42177  0.286
H  6.52572  12.65737  0.13666  0.292
H  5.76668  11.06984  0.00282  0.084

* max |F|: 2.0 eV/Å
* HOMO: -0.2911 Eh
* frontier orbital gap: 7.65 eV
* E_LUMO: -0.27 eV

***

# 5
Molecular formula: C38H29Cl4F5NO2SZr
Method: DFT, ωB97M-V with the def2-TZVPD basis set

Last column: Mulliken charge in e.
Atoms and positions in Å:
Zr  12.03047  12.12142  10.03117  -0.526
Cl  14.95816  6.40343  12.19529  -0.235
C  14.45098  7.73974  11.30522  0.289
C  14.93859  7.91215  10.00089  0.561
Cl  15.68912  6.63639  9.14920  -0.231
C  14.74204  9.10755  9.36622  -0.412
Cl  15.33873  9.49836  7.75488  -0.216
C  14.02706  10.12903  10.02520  -0.528
O  13.87872  11.35070  9.55701  0.488
C  13.24503  9.81762  11.21941  0.822
O  12.29394  10.65272  11.55102  -1.009
C  13.46053  8.60489  11.85760  0.263
Cl  12.76191  8.31124  13.34027  -0.231
C  11.37533  10.74929  8.64680  -0.249
C  10.56690  10.39583  7.79656  0.856
C  9.77631  9.91913  6.73859  0.066
C  10.11842  10.39450  5.50462  -0.404
C  9.20838  10.26423  4.46366  -0.436
C  7.94813  9.70781  4.68677  -0.377
C  7.61750  9.07371  5.90833  -0.643
C  8.57259  9.17418  6.93310  -0.440
H  11.08437  10.89645  5.42366  0.476
H  9.46380  10.83254  3.57406  0.348
H  7.13395  9.79102  3.94334  0.305
H  6.75583  8.54291  6.17084  0.502
H  8.49496  8.70586  7.91187  0.491
F  6.31929  11.21562  7.89077  -0.370
C  7.16332  11.74130  8.82278  0.511
C  8.32898  12.40690  8.34468  -0.006
F  8.41413  12.71705  7.04386  -0.448
C  9.27910  12.83260  9.23630  -0.184
F  10.52200  13.20536  8.77953  0.140
C  9.04183  12.80886  10.65488  0.742
S  10.29122  13.43055  11.69976  -0.608
C  7.77593  12.31234  11.10370  0.275
F  7.33427  12.54355  12.35508  -0.317
C  6.87753  11.66496  10.17992  0.133
F  5.71439  11.21264  10.59774  -0.300
C  12.30656  18.16518  7.56256  -1.373
C  12.90433  16.78880  7.56942  1.153
C  13.90431  16.41907  6.61974  -1.170
C  14.37979  15.09067  6.56720  0.977
C  15.35485  14.66162  5.51925  -1.466
C  14.02691  14.14672  7.55597  -1.235
C  13.23866  14.58911  8.66236  -0.489
C  12.58894  15.87125  8.50060  -0.422
N  13.24325  13.92129  9.82522  0.492
C  14.35824  14.22971  10.81190  1.747
C  14.12976  15.64093  11.36353  -0.838
C  15.21129  15.99244  12.39899  0.120
C  16.54074  16.02804  11.73048  -1.163
C  16.78260  14.53565  11.19355  0.314
C  16.86662  13.53774  12.34628  -1.370
C  15.42904  13.54991  13.01059  -0.113
C  15.17524  14.96497  13.62254  -1.321
C  14.39828  13.20663  11.95382  -1.475
C  15.73342  14.13602  10.17590  -0.792
H  12.60978  18.73065  8.42864  0.306
H  11.20707  18.18280  7.62191  0.318
H  12.64863  18.73913  6.63882  0.325
H  14.26086  17.21703  5.92408  0.149
H  15.01872  13.88642  4.80802  0.261
H  16.22444  14.19315  6.00954  0.315
H  15.79406  15.53000  4.98335  0.346
H  14.46625  13.18576  7.62736  0.938
H  11.73427  16.16705  9.16860  0.215
H  13.06110  15.85828  11.60704  0.279
H  14.23698  16.39585  10.51712  0.221
H  14.93092  16.93643  12.83772  0.389
H  17.26448  16.42033  12.47030  0.415
H  16.58588  16.70485  10.82026  0.415
H  17.73575  14.51262  10.60352  0.289
H  17.46700  13.99656  13.15917  0.545
H  17.16137  12.55239  12.05839  0.512
H  15.33920  12.78001  13.75751  0.539
H  15.86164  15.20761  14.43960  0.469
H  14.13056  15.00387  14.04080  0.449
H  13.39751  13.16702  12.33256  0.782
H  14.63196  12.22507  11.54633  -0.611
H  16.02537  13.19228  9.66231  0.170
H  15.80871  14.96059  9.40310  0.287

* max |F|: 5.0 eV/Å
* net charge: -1
* HOMO: -0.1821 Eh
* frontier orbital gap: 7.22 eV
* E_LUMO: 2.26 eV

***

# 6
Molecular formula: C3H8NOS
Method: DFT, ωB97M-V with the def2-TZVPD basis set

Last column: natural (NBO) charge in e.
Atoms and positions in Å:
C  0.66866  1.46776  1.04581  -0.018
O  -0.29402  1.98006  1.84245  -0.948
C  0.46338  0.02859  0.49057  -0.112
C  -0.56681  0.20529  -0.63409  -0.487
S  -1.05786  -1.51691  -1.29491  -0.138
N  1.75377  -0.51486  -0.01449  -0.876
H  1.68646  1.53398  1.50150  0.068
H  0.87697  2.04389  0.10552  0.051
H  0.16232  -0.53226  1.38624  0.179
H  -1.26581  0.94507  -0.22737  0.259
H  0.02664  0.67210  -1.41618  0.202
H  -2.28152  -1.20797  -0.89190  0.116
H  2.39630  0.25766  0.09748  0.353
H  1.99751  -1.30415  0.55391  0.350

* max |F|: 2.4 eV/Å
* net charge: -1
* HOMO: -0.0938 Eh
* frontier orbital gap: 5.84 eV
* SMILES: N[C@@H](C[O-])CS
* E_LUMO: 3.29 eV

***

Q: Which of these has the highest HOMO?
A: C3H8NOS

***

Q: What is the formula in the first record?
A: C5H9NO